Record 1
{
  "formula": "C3H6N2O3",
  "method": "the ωB97M-V functional and the def2-TZVPD basis",
  "elements": ["C", "C", "C", "H", "H", "H", "H", "H", "H", "N", "N", "O", "O", "O"],
  "coordinates": [[0.843156, -0.588074, -0.515263], [-0.747808, -0.619309, -0.869648], [-1.485674, 0.921112, 0.782009], [2.622463, -0.698341, 0.305368], [0.952163, 1.510218, 0.174335], [-0.829764, -1.584137, -1.354412], [-0.993943, 0.345190, -1.530890], [-1.786196, -1.066991, 0.874638], [-1.479693, 0.878070, 2.300541], [1.390228, 0.609193, -0.230992], [-1.563894, -0.337911, 0.255573], [2.733544, 0.384403, 0.366775], [1.592044, -1.656780, -0.505960], [-1.246625, 1.903356, -0.052072]],
  "forces_ev_per_angstrom": [[-0.13, -2.02, -0.36], [2.31, 2.80, -2.14], [1.14, 2.93, -1.17], [0.88, 2.45, 0.04], [0.52, -2.32, -1.20], [-0.84, 0.02, 0.06], [0.93, -2.61, 0.65], [-0.08, -0.93, 0.94], [-0.39, 0.58, -4.60], [1.79, 0.55, 2.08], [0.05, 0.81, 1.41], [-2.44, -1.95, -1.05], [-2.76, 3.56, 0.21], [-0.99, -3.87, 5.13]],
  "lowdin_charge": [-0.367, -0.092, -0.272, 0.119, 0.174, 0.117, 0.164, 0.110, 0.233, 0.043, -0.021, -0.089, -0.029, -0.091],
  "homo_energy_ev": -9.87,
  "mol_weight_g_mol": 118.092,
  "max_force_ha_per_bohr": 0.126,
  "e_tot_ev": -12326.587,
  "de_lowest_kj_mol": 544.32
}


Record 2
{
  "formula": "C28H31ClF2IrN6O7S",
  "method": "the ωB97M-V functional and the def2-TZVPD basis",
  "elements": ["Ir", "O", "C", "O", "C", "C", "Cl", "N", "N", "C", "C", "O", "O", "C", "C", "C", "C", "C", "C", "H", "H", "H", "H", "H", "H", "N", "C", "C", "N", "H", "H", "H", "H", "H", "H", "H", "H", "O", "C", "N", "C", "O", "C", "C", "C", "C", "N", "C", "H", "H", "H", "H", "H", "H", "H", "H", "F", "C", "F", "H", "C", "S", "O", "C", "C", "C", "C", "C", "C", "H", "H", "H", "H", "H", "H", "H", "H"],
  "coordinates": [[0.210427, -0.558189, 0.133398], [-4.511477, 3.021673, -0.056530], [-4.917309, 1.765168, -0.052213], [-6.060485, 1.449929, 0.131054], [-3.883484, 0.699448, -0.274190], [-4.180731, -0.657975, -0.380590], [-5.647841, -1.480145, -0.380081], [-3.023291, -1.337398, -0.507182], [-1.977757, -0.486309, -0.485183], [-2.485696, 0.736438, -0.337323], [-1.494114, 1.864065, -0.265854], [-1.863027, 3.016847, -0.205900], [-0.244842, 1.489466, -0.276015], [-2.831047, -2.745021, -0.702714], [-2.536876, -3.543303, 0.392311], [-2.319647, -4.900993, 0.197037], [-2.410258, -5.440366, -1.081200], [-2.727452, -4.630837, -2.164930], [-2.942344, -3.271780, -1.979252], [-3.542597, 3.118360, -0.219655], [-2.498750, -3.108411, 1.383719], [-2.103837, -5.540755, 1.042449], [-2.255422, -6.500631, -1.229131], [-2.822873, -5.059942, -3.153144], [-3.210628, -2.628759, -2.808565], [0.591633, -0.667792, -2.215383], [0.582992, -2.063373, -2.692277], [1.335284, -2.927501, -1.701786], [0.694158, -2.807328, -0.373478], [-0.116535, -0.109410, -2.682373], [1.487817, -0.227197, -2.406573], [1.022144, -2.155607, -3.686145], [-0.455781, -2.390357, -2.752760], [2.368452, -2.586904, -1.610994], [1.353341, -3.963297, -2.042660], [1.283199, -3.223257, 0.341770], [-0.180611, -3.330228, -0.357685], [2.613049, 6.006764, -1.510744], [3.797757, 5.506039, -0.947668], [3.464522, 4.128154, -0.620772], [4.404431, 3.282856, -0.162938], [5.548967, 3.620720, 0.060132], [3.991054, 1.851485, 0.110129], [4.969436, 0.992152, 0.594224], [4.636543, -0.319276, 0.895402], [3.334631, -0.730621, 0.700504], [2.385385, 0.090831, 0.229590], [2.708824, 1.361121, -0.055772], [2.723723, 6.938502, -1.724500], [4.086983, 6.039819, -0.038493], [4.637295, 5.520182, -1.647562], [2.531912, 3.846087, -0.872850], [5.971171, 1.379742, 0.730335], [5.370762, -1.012389, 1.280261], [3.030049, -1.742259, 0.938422], [1.887381, 1.972209, -0.403638], [1.972547, 2.303911, 3.521170], [1.436705, 2.889123, 2.458291], [0.149805, 3.146899, 2.660305], [2.003316, 3.724997, 2.051992], [-0.200399, -0.758397, 4.711893], [-1.049716, -1.391637, 3.278525], [-0.042975, -1.007600, 2.142176], [-2.425083, -0.306184, 3.156667], [-3.683063, -0.902673, 3.168387], [-4.807574, -0.089571, 3.136157], [-4.661428, 1.289563, 3.083135], [-3.395625, 1.871461, 3.051376], [-2.265362, 1.075512, 3.092196], [0.055816, 0.286538, 4.545567], [0.691880, -1.363476, 4.857743], [-0.875190, -0.866591, 5.560684], [-3.784777, -1.980044, 3.229383], [-5.794624, -0.530786, 3.151855], [-5.540231, 1.919566, 3.050147], [-3.294544, 2.947301, 2.998965], [-1.281134, 1.523723, 3.071169]],
  "forces_ev_per_angstrom": [[0.02, 0.01, 0.02], [-0.03, -0.03, -0.02], [-0.03, 0.04, -0.13], [0.03, 0.00, 0.08], [0.00, -0.01, 0.09], [0.01, 0.01, -0.04], [0.00, 0.01, 0.00], [0.00, 0.02, -0.01], [-0.06, -0.04, 0.07], [0.04, 0.00, -0.07], [-0.02, -0.01, 0.01], [0.05, 0.01, -0.06], [-0.03, -0.02, 0.01], [0.01, 0.00, 0.02], [0.01, -0.01, 0.00], [0.00, 0.00, 0.00], [0.00, 0.00, 0.00], [0.00, 0.00, 0.01], [0.01, 0.01, 0.00], [-0.01, 0.00, 0.11], [0.00, 0.00, -0.01], [0.00, 0.00, 0.00], [0.00, 0.00, 0.00], [0.00, 0.00, 0.00], [0.00, 0.00, 0.00], [0.01, 0.00, -0.01], [0.00, 0.00, 0.00], [0.01, -0.01, 0.00], [0.01, 0.02, -0.03], [-0.01, 0.00, 0.01], [0.00, 0.01, 0.00], [0.00, 0.00, 0.00], [0.00, 0.00, 0.00], [0.00, 0.00, 0.00], [0.00, 0.00, 0.00], [-0.02, -0.01, 0.01], [-0.01, 0.01, 0.00], [0.00, 0.00, 0.01], [0.00, 0.00, -0.01], [-0.01, 0.01, 0.03], [0.00, -0.01, -0.01], [0.00, 0.00, 0.00], [0.00, 0.00, 0.01], [0.00, 0.01, 0.00], [0.00, 0.00, 0.00], [0.02, 0.00, -0.01], [0.00, -0.02, 0.02], [-0.02, 0.01, 0.02], [0.00, 0.00, 0.00], [0.01, 0.00, 0.00], [0.00, 0.00, 0.00], [0.01, 0.00, -0.02], [0.00, 0.00, 0.00], [0.00, 0.00, 0.00], [0.00, 0.00, 0.00], [0.00, 0.00, 0.00], [-0.02, -0.05, -0.02], [0.01, 0.09, -0.05], [0.02, 0.00, 0.00], [0.02, 0.01, 0.05], [0.01, 0.00, 0.00], [0.05, 0.02, 0.03], [0.00, -0.04, 0.01], [-0.04, 0.00, -0.06], [0.00, 0.01, 0.01], [0.00, 0.00, -0.01], [0.00, 0.00, -0.01], [-0.01, 0.01, 0.00], [0.03, 0.00, -0.01], [-0.01, 0.00, 0.00], [0.00, 0.00, 0.00], [0.00, 0.00, 0.00], [0.00, 0.00, 0.00], [0.00, 0.00, 0.00], [-0.01, 0.00, -0.01], [0.00, 0.00, -0.01], [-0.01, 0.00, 0.01]],
  "lowdin_charge": [1.598, 0.155, -0.511, 0.109, -0.028, -0.573, 0.896, -0.064, 0.017, -0.133, -0.530, 0.125, -0.182, -0.251, -0.034, -0.054, -0.045, -0.040, -0.018, 0.073, 0.091, 0.121, 0.121, 0.123, 0.134, -0.046, -0.212, -0.212, -0.042, 0.103, 0.101, 0.134, 0.102, 0.117, 0.132, 0.096, 0.061, -0.022, -0.227, 0.099, -0.451, 0.103, -0.076, 0.054, -0.001, -0.122, -0.071, -0.093, 0.107, 0.138, 0.139, 0.131, 0.141, 0.126, 0.104, 0.091, 0.065, -0.178, 0.053, 0.123, -0.187, 1.042, -0.688, -0.422, -0.080, -0.039, -0.028, -0.027, -0.064, 0.063, 0.073, 0.087, 0.113, 0.127, 0.133, 0.132, 0.094],
  "total_charge": 2,
  "multiplicity": 6,
  "s2": 8.760,
  "homo_energy_ev": [-13.83, -14.31],
  "mol_weight_g_mol": 861.324,
  "max_force_ha_per_bohr": 0.003,
  "e_tot_ev": -84426.421,
  "de_lowest_kj_mol": 26.92
}


Record 3
{
  "formula": "C3H5O3P",
  "method": "the ωB97M-V functional and the def2-TZVPD basis",
  "elements": ["O", "C", "C", "P", "C", "O", "O", "H", "H", "H", "H", "H"],
  "coordinates": [[-1.103905, 0.946205, 1.782640], [-0.475311, 0.765808, 0.760243], [0.719567, 0.682745, -0.078567], [1.863546, -0.589785, 0.599153], [-0.576391, 0.003484, -0.561065], [-1.429129, 0.529260, -1.559503], [-0.485219, -1.400401, -0.552507], [1.025182, 1.594729, -0.838759], [0.883416, -0.921847, 1.378346], [2.239918, 0.138719, 1.769577], [-1.332072, 0.160225, -2.462331], [-1.329603, -1.909142, -0.237227]],
  "forces_ev_per_angstrom": [[1.62, 0.26, -1.27], [-2.55, -0.59, -0.10], [0.85, 2.86, -2.58], [2.61, 1.10, -0.86], [-1.46, -0.72, 0.18], [0.52, 0.07, 0.49], [-2.00, -1.12, 0.27], [-0.48, -2.27, 2.36], [-2.31, -1.88, 1.83], [0.55, 0.38, -0.47], [0.59, -0.06, 0.95], [2.07, 1.98, -0.79]],
  "lowdin_charge": [0.117, -0.337, -0.381, 0.900, -0.540, 0.037, -0.060, 0.186, -0.137, -0.078, 0.118, 0.175],
  "smiles": "O=C1[C@@H](P)C1(O)O",
  "homo_energy_ev": -8.86,
  "mol_weight_g_mol": 120.044,
  "max_force_ha_per_bohr": 0.077,
  "e_tot_ev": -18619.357,
  "de_lowest_kj_mol": 465.23
}


Record 4
{
  "formula": "C6H9N",
  "method": "the ωB97M-V functional and the def2-TZVPD basis",
  "elements": ["C", "C", "C", "C", "C", "C", "N", "H", "H", "H", "H", "H", "H", "H", "H", "H"],
  "coordinates": [[-2.526436, -0.358853, 0.017300], [-1.119342, 0.157515, 0.007384], [-0.620075, 1.421154, 0.208095], [0.804239, 1.342488, 0.141011], [1.136994, 0.030562, -0.092896], [2.458895, -0.672226, -0.114387], [-0.039082, -0.678139, -0.186289], [-2.581859, -1.329313, 0.527389], [-3.175938, 0.333979, 0.563209], [-2.946877, -0.484419, -0.989079], [-1.211365, 2.308141, 0.410439], [1.511496, 2.152439, 0.285113], [2.441395, -1.567080, -0.750192], [3.244734, -0.008481, -0.487709], [2.735810, -0.995448, 0.897197], [-0.112582, -1.652322, -0.436582]],
  "forces_ev_per_angstrom": [[-0.02, -0.01, -0.01], [-0.01, 0.08, 0.00], [-0.07, -0.09, 0.05], [0.11, -0.14, 0.01], [0.00, -0.03, -0.06], [0.04, 0.02, -0.01], [-0.20, 0.20, 0.08], [-0.01, 0.17, -0.09], [0.15, -0.11, -0.13], [0.12, 0.02, 0.14], [0.11, -0.22, -0.06], [-0.16, -0.18, -0.04], [-0.03, 0.21, 0.07], [-0.13, -0.12, 0.08], [0.02, 0.04, -0.17], [0.07, 0.16, 0.14]],
  "lowdin_charge": [-0.046, -0.334, -0.065, -0.065, -0.338, -0.044, 0.087, 0.074, 0.077, 0.074, 0.099, 0.099, 0.072, 0.077, 0.077, 0.156],
  "smiles": "Cc1ccc(C)[nH]1",
  "homo_energy_ev": -7.67,
  "mol_weight_g_mol": 95.145,
  "max_force_ha_per_bohr": 0.006,
  "e_tot_ev": -7858.116,
  "de_lowest_kj_mol": 4.25
}


Record 5
{
  "formula": "H42O21",
  "method": "the ωB97M-V functional and the def2-TZVPD basis",
  "elements": ["O", "H", "H", "O", "H", "H", "O", "H", "H", "O", "H", "H", "O", "H", "H", "O", "H", "H", "O", "H", "H", "O", "H", "H", "O", "H", "H", "O", "H", "H", "O", "H", "H", "O", "H", "H", "O", "H", "H", "O", "H", "H", "O", "H", "H", "O", "H", "H", "O", "H", "H", "O", "H", "H", "O", "H", "H", "O", "H", "H", "O", "H", "H"],
  "coordinates": [[-0.699555, 0.248667, -1.069131], [-1.208529, -0.143616, -1.805862], [0.095320, 0.418687, -1.606072], [-4.880696, -0.405607, -1.151328], [-5.470943, 0.323333, -0.938676], [-4.124113, -0.358087, -0.560445], [3.062986, -2.275686, -0.168462], [2.615118, -2.329111, 0.677726], [3.990149, -2.477900, -0.023706], [-2.608793, -0.481248, -2.921135], [-3.524643, -0.205279, -3.015487], [-2.491379, -1.393972, -3.213892], [-0.897092, 1.766211, 1.562057], [-1.315833, 1.215870, 0.895938], [-0.415579, 1.221739, 2.194870], [-0.814134, -1.354952, 1.520854], [0.038907, -0.921016, 1.649740], [-0.888416, -1.159161, 0.568447], [-3.624119, 3.279819, 1.150502], [-3.301928, 4.135232, 1.450724], [-3.307302, 2.721843, 1.871275], [1.761546, -3.175980, 3.874060], [2.379759, -2.667050, 3.334211], [1.525750, -2.483421, 4.504820], [-2.689956, -2.942206, -1.768511], [-3.613649, -3.192929, -1.924376], [-2.853151, -2.425818, -0.966718], [-0.252425, -3.010098, -2.850648], [-0.470869, -3.858467, -2.462984], [0.632853, -2.753713, -2.576035], [-0.362296, -4.053968, 0.147800], [-0.499911, -3.591259, 0.985774], [-1.073152, -3.712986, -0.409269], [1.755659, 2.362790, 2.412395], [2.148199, 2.549560, 1.548779], [0.852997, 2.698787, 2.298711], [2.894982, -0.293622, 1.655325], [3.785770, -0.114104, 1.966145], [2.428811, 0.535697, 1.539490], [1.864794, 2.724993, -0.775846], [1.765003, 2.249123, -1.624669], [1.562334, 1.998071, -0.210250], [-0.964413, 4.806036, 0.928861], [-1.564332, 4.947411, 0.186908], [-0.107902, 4.925953, 0.508512], [-0.521641, 1.075458, -4.689677], [-1.355356, 0.581255, -4.664478], [-0.036706, 0.465561, -4.118096], [2.236075, -1.698394, -2.877490], [2.130186, -1.990364, -1.950274], [3.143217, -2.004324, -3.010826], [0.616771, 0.986570, 4.211576], [0.251536, 0.183742, 4.589380], [1.556146, 1.116912, 4.352792], [-2.622078, 1.171700, 4.659664], [-1.713604, 1.260574, 4.955844], [-2.575121, 0.572610, 3.906726], [4.165873, 0.655947, -0.929151], [3.334732, 1.019952, -0.641803], [4.777299, 0.950580, -1.589133], [1.863144, 1.049213, -2.962559], [1.450596, 1.126772, -3.827311], [2.163105, 0.127673, -2.805605]],
  "forces_ev_per_angstrom": [[0.59, -0.50, -0.93], [-0.90, 0.09, 0.49], [0.24, 0.41, 0.69], [-0.13, -0.32, -0.33], [0.16, 0.05, 0.24], [-0.10, 0.39, 0.07], [-0.22, -0.51, -0.72], [0.08, 0.11, 0.10], [-0.03, 0.10, 0.13], [0.70, 0.41, -0.59], [-0.13, -0.28, 0.17], [-0.31, -0.09, 0.22], [0.05, 0.52, 0.35], [0.26, -0.22, -0.12], [-0.28, -0.38, -0.05], [0.28, 0.29, -0.64], [0.15, -0.19, 0.56], [-0.29, -0.08, 0.01], [-0.13, -0.01, 0.31], [0.02, 0.16, -0.15], [0.11, -0.21, -0.13], [0.22, 0.77, 0.04], [0.07, -0.32, -0.29], [-0.29, -0.37, 0.21], [-1.11, -0.25, 0.67], [0.18, -0.37, -0.38], [0.51, 0.22, -0.04], [-0.19, 0.42, -0.38], [0.19, -0.03, 0.17], [-0.09, -0.45, -0.26], [-0.15, 0.11, 0.07], [0.14, 0.00, -0.02], [0.02, -0.10, -0.08], [0.34, 0.18, -0.76], [0.19, 0.52, 0.23], [-0.03, -0.05, 0.08], [-0.26, -0.69, 0.25], [-0.04, 0.38, -0.17], [0.06, 0.38, 0.58], [-0.08, -0.99, 0.28], [0.25, 0.53, -0.41], [-0.50, 0.47, 0.28], [-0.04, 0.35, -0.28], [-0.10, -0.19, 0.10], [0.23, -0.09, 0.12], [-0.15, -0.82, 0.28], [-0.30, 0.49, -0.24], [0.10, 0.09, -0.02], [0.33, -0.31, 0.65], [0.22, 0.39, 0.20], [-0.04, 0.13, -0.38], [-1.17, 0.19, -0.26], [0.71, -0.15, 0.30], [0.04, -0.42, 0.10], [-0.18, -0.19, -0.04], [0.17, 0.23, -0.04], [0.02, 0.05, -0.02], [0.89, -2.54, 1.38], [0.30, 1.23, -1.07], [-0.79, 1.32, -0.46], [-0.06, -0.09, 0.51], [0.34, 0.04, -0.06], [-0.08, 0.15, -0.53]],
  "lowdin_charge": [-0.052, 0.007, 0.024, -0.046, 0.054, 0.034, -0.049, 0.024, 0.056, -0.061, 0.051, 0.043, -0.053, 0.014, -0.006, -0.056, 0.026, 0.013, -0.065, 0.020, 0.017, -0.050, 0.016, 0.029, -0.053, 0.075, 0.048, -0.053, 0.026, -0.009, -0.062, 0.017, -0.014, -0.063, 0.028, 0.037, -0.040, 0.062, -0.003, -0.058, 0.004, 0.004, -0.058, 0.037, 0.032, -0.051, 0.030, 0.002, -0.055, 0.033, 0.081, -0.049, 0.044, 0.047, -0.048, 0.007, 0.026, -0.045, -0.011, 0.042, -0.060, 0.038, 0.024],
  "homo_energy_ev": -10.86,
  "mol_weight_g_mol": 378.315,
  "max_force_ha_per_bohr": 0.059,
  "e_tot_ev": -43679.314,
  "de_lowest_kj_mol": 627.30
}


Record 6
{
  "formula": "C5H10O",
  "method": "the ωB97M-V functional and the def2-TZVPD basis",
  "elements": ["C", "C", "C", "C", "O", "C", "H", "H", "H", "H", "H", "H", "H", "H", "H", "H"],
  "coordinates": [[1.892031, 0.087543, 0.020755], [0.420595, 0.467220, 0.153002], [-0.435283, 0.118991, -1.074552], [-1.801250, -0.197646, -0.468064], [-1.552927, -0.722928, 0.824106], [-0.281244, -0.301305, 1.289425], [2.388260, 0.646762, -0.779584], [2.436731, 0.280385, 0.952288], [1.987728, -0.982172, -0.204729], [0.342908, 1.544899, 0.346842], [-0.483415, 0.938610, -1.798970], [-0.025528, -0.760680, -1.585111], [-2.355149, -0.953524, -1.035104], [-2.428323, 0.705290, -0.402072], [-0.396934, 0.323107, 2.186012], [0.291793, -1.194553, 1.575752]],
  "forces_ev_per_angstrom": [[0.06, -0.01, -0.01], [-0.01, 0.02, 0.03], [0.00, -0.02, -0.03], [-0.09, 0.10, -0.29], [-0.07, -0.08, 0.05], [0.26, 0.05, 0.15], [-0.09, -0.05, 0.10], [-0.07, 0.00, -0.14], [-0.02, 0.16, 0.03], [-0.01, -0.16, -0.02], [0.02, -0.15, 0.10], [-0.06, 0.08, 0.10], [0.06, 0.14, 0.07], [0.11, -0.09, 0.04], [-0.02, -0.09, -0.12], [-0.07, 0.12, -0.06]],
  "lowdin_charge": [-0.080, -0.353, -0.137, -0.207, -0.133, -0.178, 0.078, 0.079, 0.082, 0.137, 0.116, 0.116, 0.119, 0.118, 0.121, 0.121],
  "smiles": "C[C@H]1CCOC1",
  "homo_energy_ev": -9.50,
  "mol_weight_g_mol": 86.134,
  "max_force_ha_per_bohr": 0.006,
  "e_tot_ev": -7394.297,
  "de_lowest_kj_mol": 45.17
}